# C4H12

A cluster of 2 separate species, C4H12 in total in a non-equilibrium geometry (wB97M-V/def2-TZVPD, OMol25).

The geometry in XYZ format:
```
16
Properties=species:S:1:pos:R:3
C -0.992 1.611 -1.653
C 0.411 1.023 -1.700
H -1.304 1.666 -0.595
H -1.089 2.646 -1.946
H -1.735 0.912 -2.040
H 0.556 0.342 -0.871
H 1.202 1.777 -1.728
H 0.635 0.424 -2.588
C 0.535 -1.948 1.309
C 0.022 -0.681 1.972
H -0.091 -2.253 0.473
H 1.527 -1.755 0.895
H 0.655 -2.776 1.993
H -0.117 0.142 1.273
H -0.948 -0.768 2.471
H 0.734 -0.363 2.737
```

For the LUMO energy, the calculation gives 1.14 eV. Its frontier orbital gap is 12.61 eV. The SMILES is CC.CC. As for the charge: 0.

Löwdin population analysis, charges in e, atoms 1 to 5:
1 C -0.17
2 C -0.17
3 H 0.05
4 H 0.06
5 H 0.06

=====

# C32H46N3OPdSSbSe4

A structure of composition C32H46N3OPdSSbSe4 in a non-equilibrium geometry (wB97M-V/def2-TZVPD, OMol25).

The geometry in XYZ format:
```
89
Properties=species:S:1:pos:R:3
Pd -0.410 -0.078 0.755
Se -0.945 -5.534 -0.039
Sb -2.394 -3.587 -0.509
Se -1.724 -1.857 1.260
Se -4.811 -3.811 0.007
Se -2.193 -2.850 -2.863
C 1.913 -2.428 6.928
C 1.684 -2.226 5.457
C 2.264 -3.090 4.530
C 2.084 -2.892 3.159
C 2.680 -3.831 2.154
C 1.329 -1.823 2.740
C 0.695 -0.914 3.640
C 0.904 -1.170 5.023
N -0.017 0.051 3.059
C -0.715 1.201 3.587
C -0.069 2.419 2.897
C -2.185 1.101 3.126
C -0.711 1.454 5.098
H 2.573 -3.272 7.104
H 0.978 -2.613 7.452
H 2.365 -1.541 7.368
H 2.856 -3.926 4.872
H 3.455 -4.445 2.605
H 3.109 -3.286 1.315
H 1.909 -4.496 1.762
H 1.211 -1.640 1.665
H 0.443 -0.556 5.774
H -0.014 2.245 1.815
H 0.941 2.563 3.277
H -0.650 3.320 3.082
H -2.232 1.033 2.029
H -2.744 1.979 3.443
H -2.651 0.213 3.553
H 0.299 1.545 5.487
H -1.248 0.671 5.626
H -1.227 2.395 5.282
O 1.693 0.532 -0.101
S 2.246 -0.734 -0.668
C 3.583 -0.179 -1.839
C 3.043 0.701 -2.904
C 2.548 1.960 -2.576
C 1.969 2.753 -3.552
C 1.880 2.296 -4.857
C 2.394 1.055 -5.193
C 2.972 0.259 -4.221
C 0.964 -1.276 -1.882
C 1.331 -2.559 -2.540
C 1.387 -2.639 -3.925
C 1.700 -3.835 -4.543
C 1.947 -4.965 -3.781
C 1.885 -4.894 -2.398
C 1.591 -3.692 -1.780
H 4.035 -1.088 -2.231
H 4.287 0.346 -1.192
H 2.611 2.302 -1.552
H 1.594 3.734 -3.297
H 1.405 2.903 -5.613
H 2.347 0.701 -6.213
H 3.373 -0.709 -4.482
H 0.800 -0.470 -2.594
H 0.049 -1.381 -1.261
H 1.159 -1.770 -4.521
H 1.740 -3.884 -5.622
H 2.184 -5.901 -4.266
H 2.059 -5.777 -1.799
H 1.542 -3.638 -0.700
C -5.040 3.729 -2.319
C -4.399 3.663 -0.931
N -3.005 3.253 -0.958
C -2.032 4.299 -1.214
C -1.544 4.358 -2.660
C -2.608 1.981 -0.719
C -3.666 0.943 -0.470
N -1.382 1.581 -0.690
H -6.100 3.952 -2.217
H -4.930 2.777 -2.832
H -4.580 4.504 -2.929
H -4.967 2.979 -0.299
H -4.448 4.652 -0.460
H -1.181 4.169 -0.536
H -2.494 5.254 -0.964
H -1.118 3.411 -2.979
H -0.782 5.128 -2.752
H -2.357 4.604 -3.336
H -4.370 0.887 -1.297
H -4.224 1.141 0.445
H -3.164 -0.022 -0.375
H -0.681 2.284 -0.923
```

The spin multiplicity is 5. For the LUMO energy (alpha / beta), the calculation gives -0.05 / -1.91 eV. Its frontier orbital gap (alpha / beta) is 6.92 / 4.99 eV. As for the charge: 0.

Löwdin population analysis, charges in e, atoms 1 to 5:
1 Pd 0.43
2 Se -0.12
3 Sb -0.31
4 Se 0.28
5 Se -0.16